Entry 1:
DFT (ωB97M-V/def2-TZVPD) results for a 2-piece molecular cluster, C3H14O5P4S2 overall at a distorted geometry.

Atoms and positions in Å:
1 C 0.625 0.035 -1.321
2 P 0.535 1.252 0.033
3 O 1.421 2.502 -0.611
4 P -1.533 2.107 0.042
5 P -1.476 3.806 -1.363
6 S -3.194 4.691 -1.624
7 P -2.917 0.676 -0.837
8 O -3.208 -0.319 0.144
9 O -2.349 0.089 -2.216
10 O -4.202 1.518 -1.208
11 H 1.642 0.089 -1.679
12 H 0.470 -0.963 -0.957
13 H -0.010 0.246 -2.162
14 H 1.187 2.620 -1.549
15 H -0.881 3.399 -2.574
16 H -0.535 4.686 -0.824
17 H -3.062 0.051 -2.879
18 H -4.377 1.590 -2.160
19 C 3.533 -2.948 2.401
20 S 2.107 -2.668 1.348
21 O 2.046 -1.205 1.082
22 C 0.867 -3.013 2.600
23 H 4.425 -2.737 1.816
24 H 3.487 -2.279 3.260
25 H 3.544 -3.989 2.725
26 H 1.006 -2.338 3.443
27 H 0.956 -4.051 2.918
28 H -0.111 -2.849 2.154

Output
- 2S+1 = 1
- molecular weight (g mol⁻¹) = 318.2
- calculated total energy (Eh) = -2660.7490

Results of the natural (NBO) charge analysis, in e, for atoms 1 through 5:
1. C -0.999
2. P 0.977
3. O -0.969
4. P -0.240
5. P 0.547



Entry 2:
DFT (ωB97M-V/def2-TZVPD) results for a 13-piece molecular cluster, C52H126B5F20N8O7 overall at a distorted geometry.

Atoms and positions in Å:
1 C -1.029 -2.556 -1.486
2 C -0.644 -1.141 -1.308
3 C -1.654 -0.247 -0.571
4 C -1.096 0.998 0.002
5 C 0.055 0.724 0.966
6 C 1.199 -0.153 0.485
7 N 0.789 -1.202 -0.617
8 O 1.457 -2.000 -0.821
9 C 1.857 -0.957 1.569
10 C 2.181 0.744 -0.223
11 C -0.231 -0.477 -2.603
12 H -2.123 -2.558 -1.592
13 H -0.821 -3.212 -0.633
14 H -0.600 -3.101 -2.343
15 H -2.143 -0.779 0.238
16 H -2.514 -0.010 -1.180
17 H -1.847 1.547 0.570
18 H -0.801 1.665 -0.815
19 H -0.491 0.294 1.793
20 H 0.391 1.712 1.304
21 H 1.915 -0.310 2.431
22 H 2.857 -1.261 1.360
23 H 1.445 -1.867 1.965
24 H 2.795 0.190 -0.898
25 H 2.729 1.256 0.547
26 H 1.723 1.544 -0.826
27 H 0.163 0.532 -2.474
28 H -1.141 -0.489 -3.202
29 H 0.560 -1.019 -3.138
30 C 4.762 4.026 -3.988
31 C 5.656 2.760 -4.101
32 C 7.007 2.963 -4.649
33 C 7.965 1.792 -4.442
34 C 8.059 1.360 -2.968
35 C 6.747 1.151 -2.235
36 N 5.530 2.031 -2.733
37 O 4.677 2.236 -2.113
38 C 6.707 1.494 -0.731
39 C 6.214 -0.279 -2.565
40 C 4.860 1.716 -4.964
41 H 4.999 4.555 -4.899
42 H 5.010 4.495 -3.052
43 H 3.678 3.932 -3.999
44 H 7.412 3.825 -4.155
45 H 6.944 3.379 -5.651
46 H 8.939 2.099 -4.821
47 H 7.679 0.938 -5.045
48 H 8.673 2.136 -2.517
49 H 8.671 0.454 -2.860
50 H 7.555 0.958 -0.340
51 H 5.847 1.201 -0.122
52 H 6.816 2.565 -0.592
53 H 5.186 -0.374 -2.211
54 H 6.798 -0.945 -1.925
55 H 6.327 -0.538 -3.625
56 H 4.557 2.311 -5.823
57 H 3.955 1.437 -4.464
58 H 5.505 0.922 -5.333
59 C -6.407 0.529 -3.749
60 C -6.363 1.659 -2.703
61 C -5.100 2.419 -2.862
62 N -4.800 3.385 -1.822
63 C -4.502 2.670 -0.593
64 C -4.108 3.547 0.537
65 C -2.901 4.392 0.182
66 C -3.245 5.209 -1.018
67 C -3.673 4.333 -2.178
68 C -6.009 4.224 -1.630
69 H -6.385 0.970 -4.750
70 H -7.390 0.084 -3.676
71 H -5.590 -0.151 -3.536
72 H -6.543 1.236 -1.720
73 H -7.265 2.245 -2.860
74 H -5.191 2.951 -3.799
75 H -4.192 1.800 -2.877
76 H -3.743 1.949 -0.877
77 H -5.309 1.995 -0.388
78 H -3.927 2.852 1.357
79 H -4.894 4.186 0.952
80 H -1.985 3.848 -0.046
81 H -2.728 5.122 0.966
82 H -2.334 5.677 -1.369
83 H -3.894 6.063 -0.863
84 H -2.828 3.722 -2.490
85 H -4.068 5.012 -2.937
86 H -6.742 3.641 -1.075
87 H -6.451 4.417 -2.595
88 H -5.761 5.138 -1.108
89 C -0.424 7.287 1.981
90 N 0.395 6.317 2.793
91 C 1.369 7.210 3.513
92 C -0.573 5.756 3.723
93 C 1.087 5.244 1.980
94 C 2.324 5.677 1.247
95 O 2.035 6.884 0.640
96 H -0.782 8.048 2.645
97 H -1.222 6.736 1.483
98 H 0.188 7.751 1.227
99 H 0.738 7.640 4.290
100 H 1.742 7.994 2.876
101 H 2.089 6.558 3.992
102 H -1.318 6.532 3.928
103 H -0.034 5.579 4.641
104 H -1.009 4.830 3.381
105 H 0.345 4.902 1.263
106 H 1.290 4.376 2.606
107 H 2.517 4.915 0.495
108 H 3.207 5.728 1.869
109 H 1.843 6.836 -0.320
110 C 5.276 -6.198 -2.439
111 N 5.873 -5.286 -1.450
112 C 7.315 -5.339 -1.655
113 C 5.457 -3.884 -1.823
114 C 5.543 -5.525 -0.043
115 C 4.158 -5.127 0.400
116 O 3.304 -5.614 -0.589
117 H 5.564 -7.195 -2.112
118 H 5.777 -5.985 -3.379
119 H 4.200 -6.096 -2.531
120 H 7.800 -4.404 -1.358
121 H 7.573 -5.562 -2.695
122 H 7.724 -6.165 -1.070
123 H 4.387 -3.900 -2.009
124 H 5.913 -3.664 -2.794
125 H 5.826 -3.274 -1.023
126 H 6.350 -5.093 0.536
127 H 5.581 -6.596 0.116
128 H 3.837 -4.096 0.445
129 H 4.040 -5.619 1.371
130 H 2.347 -5.475 -0.438
131 C 3.360 -3.016 4.927
132 N 2.546 -2.210 5.829
133 C 2.642 -2.753 7.205
134 C 3.147 -0.846 5.812
135 C 1.156 -2.179 5.383
136 C 0.355 -3.410 5.725
137 O 0.954 -4.590 5.331
138 H 3.131 -2.663 3.917
139 H 2.978 -4.028 5.020
140 H 4.389 -2.902 5.232
141 H 3.640 -2.484 7.525
142 H 2.490 -3.821 7.065
143 H 1.888 -2.351 7.854
144 H 3.216 -0.510 4.799
145 H 4.163 -0.994 6.143
146 H 2.597 -0.213 6.473
147 H 1.189 -1.961 4.332
148 H 0.676 -1.288 5.823
149 H -0.626 -3.323 5.232
150 H 0.164 -3.545 6.787
151 H 0.785 -4.766 4.397
152 C -3.353 0.907 3.509
153 N -4.504 1.024 4.518
154 C -5.577 1.824 3.915
155 C -5.020 -0.347 4.836
156 C -3.949 1.628 5.710
157 C -4.806 1.724 6.949
158 O -5.950 2.548 6.746
159 H -3.051 1.937 3.319
160 H -3.689 0.506 2.565
161 H -2.589 0.314 3.987
162 H -5.118 2.549 3.268
163 H -6.176 2.217 4.724
164 H -6.192 1.162 3.315
165 H -5.244 -0.829 3.890
166 H -5.881 -0.220 5.485
167 H -4.297 -0.909 5.424
168 H -3.537 2.610 5.500
169 H -3.107 0.999 6.044
170 H -4.140 2.115 7.735
171 H -5.067 0.733 7.336
172 H -5.877 3.148 7.481
173 C -4.266 -3.384 -3.658
174 N -5.404 -4.174 -4.140
175 C -5.126 -5.640 -3.962
176 C -6.610 -3.932 -3.242
177 C -5.773 -3.773 -5.493
178 C -6.921 -4.363 -6.193
179 O -6.614 -5.675 -6.614
180 H -3.956 -3.804 -2.710
181 H -4.578 -2.341 -3.620
182 H -3.460 -3.536 -4.368
183 H -4.203 -5.912 -4.469
184 H -6.012 -6.205 -4.207
185 H -4.920 -5.730 -2.912
186 H -6.221 -3.915 -2.228
187 H -7.322 -4.728 -3.457
188 H -7.024 -2.971 -3.547
189 H -4.873 -3.792 -6.122
190 H -6.043 -2.703 -5.428
191 H -7.020 -3.625 -6.993
192 H -7.872 -4.292 -5.659
193 H -7.396 -6.106 -6.974
194 B 0.503 4.731 -2.051
195 F 0.834 3.613 -1.204
196 F -0.448 4.283 -3.083
197 F -0.048 5.816 -1.236
198 F 1.666 5.212 -2.622
199 B -1.733 -5.968 -2.861
200 F -2.381 -5.126 -1.821
201 F -2.499 -7.211 -2.922
202 F -1.912 -5.281 -4.112
203 F -0.334 -6.223 -2.610
204 B 5.282 -0.276 2.222
205 F 4.926 -1.385 1.441
206 F 4.842 -0.424 3.600
207 F 6.646 0.087 2.051
208 F 4.442 0.856 1.713
209 B 0.621 -4.928 1.815
210 F 1.377 -3.786 2.450
211 F 0.578 -4.761 0.352
212 F 1.351 -6.086 2.147
213 F -0.643 -4.932 2.435
214 B -4.442 -2.031 1.075
215 F -4.321 -2.365 -0.324
216 F -5.269 -2.861 1.828
217 F -3.139 -1.954 1.692
218 F -5.043 -0.478 1.195

Output
- 2S+1 = 1
- molecular weight (g mol⁻¹) = 1409.6
- calculated total energy (Eh) = -5143.1054
- charge = +3

Results of the Mulliken charge analysis, in e, for atoms 1 through 5:
1. C -1.193
2. C 1.933
3. C -0.618
4. C 1.648
5. C -1.838



Entry 3:
DFT (ωB97M-V/def2-TZVPD) results for C37H39Cl2N8O7S3Ta as an isolated structure.

Atoms and positions in Å:
1 Ta -0.125 -0.101 -0.337
2 S 1.477 0.210 1.420
3 C 1.307 1.938 1.683
4 N 2.178 2.695 2.333
5 N 3.268 2.179 2.739
6 C 4.247 2.918 3.451
7 C 4.042 4.251 3.778
8 C 5.037 4.917 4.473
9 C 6.209 4.263 4.834
10 C 6.393 2.929 4.501
11 C 5.409 2.247 3.805
12 N 0.184 2.560 1.334
13 N -0.675 1.890 0.675
14 C -1.952 2.600 0.618
15 C -3.147 1.907 0.472
16 C -4.352 2.594 0.456
17 C -4.376 3.974 0.577
18 C -3.181 4.663 0.726
19 C -1.973 3.987 0.753
20 H 3.461 1.191 2.568
21 H 3.123 4.748 3.502
22 H 4.894 5.955 4.740
23 H 6.976 4.794 5.381
24 H 7.302 2.416 4.786
25 H 5.543 1.202 3.548
26 H -3.174 0.834 0.414
27 H -5.274 2.035 0.366
28 H -5.317 4.507 0.572
29 H -3.183 5.740 0.827
30 H -1.053 4.539 0.868
31 O -5.071 -3.192 2.486
32 C -4.151 -3.767 3.257
33 O -4.438 -4.560 4.106
34 C -2.714 -3.403 3.040
35 C -1.720 -3.998 3.780
36 N -0.554 -3.471 3.360
37 N -0.692 -2.567 2.403
38 C -2.005 -2.510 2.194
39 C -2.518 -1.607 1.168
40 O -3.662 -1.521 0.798
41 O -1.573 -0.831 0.587
42 H -4.680 -2.584 1.833
43 H -1.790 -4.742 4.555
44 H 0.370 -3.692 3.695
45 Cl -1.107 -2.092 -2.005
46 C -0.063 -3.496 -1.922
47 C -0.441 -4.636 -2.601
48 C 0.395 -5.737 -2.509
49 C 1.560 -5.669 -1.761
50 C 1.904 -4.502 -1.098
51 Cl 3.370 -4.457 -0.191
52 C 1.085 -3.368 -1.164
53 S 1.569 -1.883 -0.359
54 H -1.359 -4.666 -3.171
55 H 0.134 -6.654 -3.018
56 H 2.217 -6.524 -1.686
57 C 0.746 -0.164 -5.658
58 C 1.374 -0.832 -4.439
59 C 2.435 0.029 -3.763
60 S 1.666 1.446 -2.966
61 O 1.078 0.883 -1.634
62 C 3.090 2.448 -2.453
63 C 3.683 2.138 -1.085
64 C 4.450 0.828 -0.994
65 H -0.096 -0.749 -6.026
66 H 1.468 -0.078 -6.470
67 H 0.377 0.841 -5.433
68 H 1.860 -1.769 -4.719
69 H 0.610 -1.103 -3.708
70 H 3.102 0.481 -4.503
71 H 3.030 -0.500 -3.020
72 H 2.729 3.475 -2.513
73 H 3.816 2.306 -3.257
74 H 2.887 2.170 -0.341
75 H 4.342 2.980 -0.861
76 H 3.792 -0.037 -1.090
77 H 4.939 0.742 -0.023
78 H 5.229 0.767 -1.755
79 O -1.215 5.497 -1.569
80 C -2.263 5.452 -2.515
81 N -1.796 5.071 -3.828
82 C -1.449 3.809 -4.169
83 O -0.726 3.529 -5.104
84 C -2.036 2.661 -3.381
85 C -3.171 2.009 -3.850
86 C -3.576 0.847 -3.217
87 C -2.791 0.332 -2.205
88 N -1.661 0.922 -1.785
89 C -1.344 2.112 -2.323
90 H -0.753 6.340 -1.638
91 H -2.773 6.411 -2.599
92 H -2.971 4.709 -2.153
93 H -1.393 5.782 -4.424
94 H -3.725 2.409 -4.690
95 H -4.479 0.328 -3.506
96 H -3.109 -0.555 -1.674
97 H -0.508 2.640 -1.890

Output
- 2S+1 = 1
- molecular weight (g mol⁻¹) = 1055.8
- calculated total energy (Eh) = -4569.6652
- charge = +2
- ΔE to the lowest compared entry with this formula, charge and spin (kJ/mol) = 115.30

Results of the Mulliken charge analysis, in e, for atoms 1 through 5:
1. Ta 0.513
2. S -0.547
3. C -0.005
4. N -0.413
5. N 0.551



Entry 4:
DFT (ωB97M-V/def2-TZVPD) results for a 3-piece molecular cluster, C12H15F9O6 overall at a distorted geometry.

Atoms and positions in Å:
1 C -2.206 4.419 5.869
2 C -1.341 4.518 4.560
3 O -0.842 3.214 4.223
4 C -0.097 3.194 3.093
5 O 0.100 4.129 2.382
6 C 0.463 1.873 2.782
7 F -0.074 1.306 1.739
8 F 1.813 1.967 2.558
9 F 0.306 0.961 3.782
10 H -2.806 5.276 6.175
11 H -1.607 4.055 6.704
12 H -2.900 3.600 5.678
13 H -0.572 5.290 4.541
14 H -2.045 4.897 3.819
15 C 1.236 -0.739 -0.628
16 C 2.505 -1.145 -0.020
17 O 3.140 0.018 0.467
18 C 4.559 0.129 0.650
19 O 5.392 -0.813 0.472
20 C 4.994 1.576 1.112
21 F 3.988 2.417 0.868
22 F 5.382 1.601 2.366
23 F 6.009 1.891 0.372
24 H 0.610 -0.298 0.148
25 H 0.637 -1.628 -0.828
26 H 1.335 -0.164 -1.549
27 H 3.178 -1.760 -0.617
28 H 2.277 -1.772 0.843
29 C -2.958 -5.704 -4.648
30 C -3.086 -4.193 -4.996
31 O -2.408 -3.403 -4.123
32 C -2.283 -2.103 -4.426
33 O -2.972 -1.460 -5.212
34 C -1.250 -1.374 -3.522
35 F -1.543 -1.573 -2.266
36 F -0.036 -1.884 -3.778
37 F -1.368 -0.089 -3.724
38 H -1.919 -5.992 -4.806
39 H -3.613 -6.332 -5.251
40 H -3.211 -5.899 -3.605
41 H -4.111 -3.884 -5.198
42 H -2.675 -4.121 -6.003

Output
- 2S+1 = 2
- molecular weight (g mol⁻¹) = 426.2
- calculated total energy (Eh) = -1816.4514
- charge = -1
- ΔE to the lowest compared entry with this formula, charge and spin (kJ/mol) = 60.60

Results of the natural (NBO) charge analysis, in e, for atoms 1 through 5:
1. C -0.631
2. C -0.082
3. O -0.479
4. C 0.681
5. O -0.516



Entry 5:
DFT (ωB97M-V/def2-TZVPD) results for a 6-piece molecular cluster, C25H38BN6O4S overall at a distorted geometry.

Atoms and positions in Å:
1 N 1.057 0.616 3.660
2 B 0.263 1.170 2.527
3 O -0.918 1.881 2.914
4 C 0.612 1.000 1.000
5 C 1.946 0.194 0.802
6 C 1.757 -1.276 0.321
7 C 0.553 -2.007 0.982
8 C -0.582 -2.095 -0.085
9 S -2.252 -1.807 0.582
10 O -3.215 -2.492 -0.323
11 O -2.435 -2.281 1.965
12 O -2.667 -0.206 0.524
13 H 1.502 -0.258 3.414
14 H 0.380 0.370 4.382
15 H -1.528 1.813 2.185
16 H -0.266 0.443 0.589
17 H 2.514 0.708 -0.005
18 H 2.605 0.269 1.690
19 H 1.696 -1.356 -0.778
20 H 2.673 -1.837 0.604
21 H 0.875 -3.038 1.214
22 H 0.218 -1.570 1.930
23 H -0.424 -1.326 -0.858
24 H -0.542 -3.074 -0.578
25 H -2.196 0.195 -0.216
26 N -3.462 -4.247 -5.366
27 C -2.732 -5.275 -4.834
28 C -2.567 -5.023 -3.495
29 C -3.225 -3.799 -3.206
30 C -3.770 -3.345 -4.380
31 H -3.729 -4.166 -6.327
32 H -2.395 -6.091 -5.450
33 H -2.033 -5.649 -2.799
34 H -3.291 -3.307 -2.245
35 H -4.347 -2.463 -4.599
36 N 2.239 1.917 6.125
37 C 1.916 3.216 6.386
38 C 2.577 3.599 7.528
39 C 3.332 2.484 7.970
40 C 3.103 1.462 7.080
41 H 1.887 1.372 5.338
42 H 1.245 3.756 5.739
43 H 2.523 4.571 7.992
44 H 3.970 2.434 8.838
45 H 3.480 0.454 7.047
46 N -4.047 -1.973 4.271
47 C -4.307 -1.494 5.524
48 C -5.578 -1.879 5.870
49 C -6.101 -2.625 4.783
50 C -5.129 -2.666 3.813
51 H -3.188 -1.838 3.760
52 H -3.570 -0.920 6.059
53 H -6.076 -1.652 6.800
54 H -7.076 -3.080 4.718
55 H -5.116 -3.127 2.839
56 N 4.244 2.767 -1.976
57 C 3.046 3.295 -2.364
58 C 3.109 3.534 -3.714
59 C 4.392 3.126 -4.158
60 C 5.069 2.653 -3.063
61 H 4.480 2.501 -1.037
62 H 2.257 3.457 -1.648
63 H 2.320 3.952 -4.315
64 H 4.775 3.171 -5.164
65 H 6.063 2.250 -2.963
66 N 0.870 3.090 -6.599
67 C 1.919 3.515 -7.368
68 C 2.292 2.478 -8.183
69 C 1.432 1.387 -7.897
70 C 0.565 1.796 -6.918
71 H 0.398 3.642 -5.908
72 H 2.308 4.515 -7.268
73 H 3.093 2.500 -8.903
74 H 1.448 0.412 -8.357
75 H -0.239 1.279 -6.421

Output
- 2S+1 = 1
- molecular weight (g mol⁻¹) = 529.5
- calculated total energy (Eh) = -2027.9657
- charge = -1

Results of the Mulliken charge analysis, in e, for atoms 1 through 5:
1. N -0.720
2. B 0.702
3. O -0.702
4. C -0.814
5. C 0.245



Entry 6:
DFT (ωB97M-V/def2-TZVPD) results for a 8-piece molecular cluster, C4H24O7S2 overall at a distorted geometry.

Atoms and positions in Å:
1 C -2.255 -3.886 1.078
2 C -1.630 -2.539 1.161
3 S -3.130 -1.512 0.651
4 S -1.950 0.073 -0.147
5 C -0.807 -0.441 -1.429
6 C -1.326 -1.084 -2.659
7 H -1.601 -4.720 1.507
8 H -2.838 -4.291 0.154
9 H -2.974 -3.904 1.845
10 H -0.659 -2.512 0.506
11 H -1.139 -2.301 2.175
12 H -0.471 0.569 -1.730
13 H 0.197 -0.978 -1.032
14 H -0.662 -1.041 -3.578
15 H -2.240 -0.367 -2.957
16 H -1.456 -2.093 -2.517
17 O 2.208 -1.954 3.830
18 H 2.077 -0.982 3.875
19 H 2.320 -2.014 2.830
20 O 4.144 0.513 -2.262
21 H 3.616 1.205 -1.905
22 H 3.807 0.195 -3.064
23 O 0.993 2.112 0.205
24 H 0.752 1.255 0.196
25 H 0.649 2.216 1.150
26 O -0.338 1.296 -3.914
27 H -0.927 1.094 -4.653
28 H -0.249 2.299 -3.743
29 O 0.082 4.580 0.602
30 H 0.975 4.547 0.687
31 H -0.060 3.712 0.149
32 O -1.219 3.114 2.220
33 H -1.198 3.968 1.910
34 H -2.118 2.776 2.619
35 O 2.966 0.084 2.042
36 H 3.695 0.193 1.538
37 H 2.763 0.821 2.660

Output
- 2S+1 = 1
- molecular weight (g mol⁻¹) = 248.4
- calculated total energy (Eh) = -1489.7206
- SMILES = CCSSCC.O.O.O.O.O.O.O
- ΔE to the lowest compared entry with this formula, charge and spin (kJ/mol) = 412.96

Results of the natural (NBO) charge analysis, in e, for atoms 1 through 5:
1. C -0.660
2. C -0.519
3. S 0.079
4. S 0.084
5. C -0.576